DFT (ωB97M-V/def2-TZVPD) results for C41H24BF15GeN8RhS3 as an isolated structure.

net charge = -1
E_HOMO (spin up / spin down) = -5.4353 / -5.4354 eV
2S+1 = 1
relative energy (zero: lowest compared OMol25 entry of this formula, charge and spin) = 18.3 kcal/mol

The geometry in XYZ format:
```
94
C41H24BF15GeN8RhS3 ωB97M-V/def2-TZVPD
Rh 0.88 1.48 1.14
C 1.02 -2.00 2.35
C -0.24 -1.21 2.47
C -1.46 -1.66 3.00
C -2.34 -0.60 2.88
C -3.78 -0.52 3.24
N -1.66 0.42 2.33
N -0.38 0.06 2.08
B -2.12 1.82 1.92
N -1.19 2.84 2.60
N 0.14 2.88 2.35
C 0.68 3.87 3.05
C 2.12 4.24 3.04
C -0.34 4.50 3.78
C -1.50 3.82 3.47
C -2.89 4.07 3.95
N -1.97 1.99 0.40
N -0.73 2.00 -0.17
C -0.91 2.25 -1.47
C 0.19 2.37 -2.47
C -2.27 2.37 -1.74
C -2.91 2.22 -0.53
C -4.37 2.28 -0.21
H 0.77 -3.06 2.41
H 1.72 -1.76 3.15
H 1.50 -1.80 1.39
H -1.67 -2.64 3.37
H -4.13 -1.50 3.56
H -4.38 -0.21 2.39
H -3.95 0.19 4.05
H -3.25 2.02 2.25
H 2.54 4.15 2.04
H 2.69 3.59 3.71
H 2.23 5.27 3.38
H -0.23 5.34 4.44
H -2.88 4.90 4.65
H -3.30 3.19 4.46
H -3.56 4.31 3.12
H 0.89 3.16 -2.21
H -0.24 2.62 -3.44
H 0.74 1.44 -2.55
H -2.73 2.57 -2.70
H -4.94 2.24 -1.13
H -4.62 3.20 0.31
H -4.67 1.44 0.42
S 2.56 0.89 2.56
C 3.97 1.71 1.97
C 5.17 1.62 2.66
C 6.31 2.26 2.20
C 7.53 2.15 2.95
N 8.50 2.07 3.56
C 6.25 3.03 1.02
C 5.05 3.13 0.33
C 3.91 2.48 0.79
S 2.41 2.63 -0.09
C 7.41 3.72 0.53
N 8.33 4.28 0.12
H 5.22 1.03 3.57
H 5.00 3.72 -0.57
F -1.89 -3.95 -3.78
C -2.58 -3.34 -2.79
C -1.93 -2.49 -1.92
C -2.70 -1.93 -0.92
F -2.16 -1.13 -0.01
C -4.05 -2.19 -0.80
F -4.77 -1.65 0.20
C -4.67 -3.04 -1.70
F -5.98 -3.29 -1.59
C -3.93 -3.62 -2.71
F -4.53 -4.45 -3.58
Ge 0.05 -2.25 -2.09
S 1.04 -0.73 -1.03
C 0.50 -4.15 -1.66
C 0.94 -5.16 -2.50
F 1.08 -4.96 -3.82
C 1.20 -6.45 -2.06
F 1.63 -7.39 -2.91
C 1.01 -6.76 -0.73
F 1.26 -8.00 -0.29
C 0.53 -5.80 0.14
F 0.31 -6.11 1.42
C 0.27 -4.53 -0.35
F -0.23 -3.64 0.52
C 0.43 -1.92 -4.02
C -0.50 -1.43 -4.92
F -1.79 -1.29 -4.57
C -0.17 -1.06 -6.21
F -1.10 -0.60 -7.05
C 1.15 -1.16 -6.62
F 1.49 -0.80 -7.86
C 2.11 -1.61 -5.74
F 3.39 -1.68 -6.13
C 1.74 -1.97 -4.46
F 2.72 -2.34 -3.62
```

=====

DFT (ωB97M-V/def2-TZVPD) results for C41H24ClN11O2PtS2 as an isolated structure in a non-equilibrium geometry.

E_HOMO (spin up / spin down) = -5.3588 / -8.0758 eV
2S+1 = 5
relative energy (zero: lowest compared OMol25 entry of this formula, charge and spin) = 7.1 kcal/mol

The geometry in XYZ format:
```
82
C41H24ClN11O2PtS2 ωB97M-V/def2-TZVPD
Pt 1.24 -0.51 0.52
C 3.29 -6.55 1.38
C 2.13 -6.69 2.14
C 1.16 -5.70 2.18
C 1.38 -4.53 1.46
C 0.70 -3.28 1.33
N 1.40 -2.46 0.53
C 2.50 -3.12 0.04
N 3.24 -2.72 -0.98
C 3.18 -1.49 -1.47
C 3.75 -1.05 -2.72
C 4.25 -1.75 -3.80
C 4.63 -1.02 -4.92
C 4.56 0.37 -4.93
C 4.09 1.08 -3.83
C 3.66 0.36 -2.73
C 3.05 0.74 -1.48
N 2.98 1.94 -0.97
C 2.30 2.22 0.12
N 1.27 1.47 0.63
C 0.70 2.12 1.68
N -0.39 1.73 2.31
C -0.90 0.50 2.26
N -0.21 -0.62 1.86
C -0.98 -1.71 2.08
N -0.64 -3.00 1.66
C -2.22 -1.32 2.66
C -3.34 -2.03 3.11
C -4.42 -1.30 3.56
C -4.40 0.10 3.60
C -3.28 0.81 3.22
C -2.18 0.10 2.75
C 1.42 3.35 1.91
C 1.34 4.33 2.89
C 2.28 5.35 2.88
C 3.29 5.39 1.92
C 3.38 4.43 0.93
C 2.44 3.41 0.92
N 2.70 -0.41 -0.81
C 2.56 -4.41 0.66
C 3.51 -5.42 0.61
H 4.02 -7.34 1.37
H 2.00 -7.59 2.72
H 0.27 -5.82 2.78
H 4.33 -2.82 -3.77
H 4.98 -1.54 -5.80
H 4.87 0.91 -5.82
H 4.05 2.16 -3.84
H -3.34 -3.11 3.10
H -5.31 -1.83 3.87
H -5.28 0.62 3.95
H -3.25 1.89 3.26
H 0.58 4.28 3.65
H 2.25 6.12 3.63
H 4.03 6.18 1.97
H 4.16 4.45 0.19
H 4.39 -5.30 0.01
Cl -1.06 0.50 -1.39
N -3.33 5.94 -2.98
C -3.43 4.64 -2.58
C -3.45 4.31 -1.22
C -3.58 3.00 -0.82
C -3.71 2.00 -1.78
C -3.72 2.31 -3.13
C -3.58 3.62 -3.53
S -4.01 0.35 -1.26
O -4.38 0.33 0.12
O -4.84 -0.34 -2.19
N -2.46 -0.48 -1.39
C -2.35 -1.65 -0.73
S -3.84 -2.46 -0.17
C -2.86 -3.62 0.60
C -1.42 -3.37 0.40
N -1.27 -2.25 -0.47
H -3.08 6.64 -2.31
H -3.17 6.14 -3.95
H -3.37 5.10 -0.48
H -3.61 2.72 0.22
H -3.86 1.51 -3.85
H -3.59 3.87 -4.58
H -3.27 -4.52 1.01
H -0.89 -4.24 0.00
```

=====

DFT (ωB97M-V/def2-TZVPD) results for C41H27F20GeN3O2S3TeTi as an isolated structure in a non-equilibrium geometry.

E_HOMO = -8.2889 eV
2S+1 = 1
relative energy (zero: lowest compared OMol25 entry of this formula, charge and spin) = 43.6 kcal/mol

The geometry in XYZ format:
```
99
C41H27F20GeN3O2S3TeTi ωB97M-V/def2-TZVPD
Ti -0.04 0.62 0.17
F -1.41 1.87 0.43
Te -0.56 3.96 -0.62
F 1.45 1.47 -0.16
F 0.36 3.62 1.01
F 0.11 0.62 1.96
F 0.86 5.14 -1.03
O -0.32 2.64 -1.79
O 2.55 -2.53 1.55
S 2.75 -1.08 1.84
C 4.52 -0.82 1.92
C 5.03 0.39 1.50
C 6.40 0.58 1.50
C 7.24 -0.44 1.93
C 6.71 -1.66 2.34
C 5.34 -1.85 2.35
C 2.31 -0.90 3.58
C 2.33 0.35 4.18
C 1.91 0.47 5.50
C 1.45 -0.64 6.19
C 1.42 -1.88 5.56
C 1.85 -2.02 4.25
H 4.36 1.17 1.14
H 6.82 1.52 1.17
H 8.31 -0.30 1.92
H 7.37 -2.46 2.66
H 4.90 -2.80 2.64
H 2.67 1.22 3.63
H 1.93 1.44 5.98
H 1.12 -0.55 7.21
H 1.06 -2.75 6.10
H 1.82 -2.96 3.72
C -4.48 0.60 -3.16
C -3.24 -0.29 -3.27
C -3.62 -1.78 -3.17
C -2.46 0.01 -4.56
C -2.34 0.00 -2.15
N -1.55 0.18 -1.34
H -5.12 0.43 -4.03
H -4.20 1.66 -3.14
H -5.05 0.37 -2.26
H -4.36 -2.00 -3.94
H -4.05 -2.01 -2.20
H -2.75 -2.41 -3.32
H -3.10 -0.22 -5.41
H -1.56 -0.60 -4.62
H -2.17 1.05 -4.60
F 5.59 -0.25 -2.68
C 4.79 0.82 -2.76
C 3.42 0.68 -2.90
C 2.70 1.85 -3.03
F 1.39 1.79 -3.28
C 3.28 3.10 -3.00
F 2.54 4.20 -3.15
C 4.65 3.20 -2.82
F 5.23 4.40 -2.78
C 5.41 2.05 -2.71
F 6.73 2.15 -2.56
Ge 2.40 -1.01 -2.87
S 0.88 -1.09 -1.36
C 3.63 -2.52 -2.68
C 3.81 -3.55 -3.58
F 3.14 -3.60 -4.74
C 4.69 -4.60 -3.36
F 4.83 -5.58 -4.26
C 5.43 -4.63 -2.19
F 6.28 -5.62 -1.96
C 5.29 -3.61 -1.27
F 6.03 -3.62 -0.16
C 4.41 -2.58 -1.53
F 4.35 -1.57 -0.66
C 1.49 -1.21 -4.61
C 0.61 -2.27 -4.79
F 0.41 -3.15 -3.80
C -0.08 -2.49 -5.96
F -0.93 -3.52 -6.08
C 0.11 -1.63 -7.03
F -0.55 -1.82 -8.17
C 0.99 -0.57 -6.90
F 1.18 0.26 -7.93
C 1.66 -0.38 -5.71
F 2.50 0.66 -5.67
C -2.29 1.25 4.74
C -2.88 0.60 3.53
C -4.10 0.88 2.98
C -4.44 0.21 1.79
N -3.63 -0.62 1.16
C -2.42 -0.86 1.69
S -1.20 -1.76 0.93
N -2.12 -0.32 2.91
C -5.76 0.46 1.14
H -3.06 1.77 5.31
H -1.54 1.97 4.42
H -1.80 0.52 5.38
H -4.76 1.60 3.44
H -1.18 -0.50 3.23
H -6.50 0.85 1.84
H -6.13 -0.45 0.68
H -5.62 1.20 0.34
```

=====

DFT (ωB97M-V/def2-TZVPD) results for C41H29ClN4O5PV as an isolated structure in a non-equilibrium geometry.

E_HOMO (spin up / spin down) = -6.8956 / -7.8448 eV
2S+1 = 3
relative energy (zero: lowest compared OMol25 entry of this formula, charge and spin) = 0.0 kcal/mol

The geometry in XYZ format:
```
82
C41H29ClN4O5PV ωB97M-V/def2-TZVPD
V -0.09 0.22 0.06
Cl 6.62 -2.20 1.07
C 5.13 -1.38 0.64
C 4.94 -0.95 -0.68
C 3.80 -0.28 -1.05
C 2.79 0.00 -0.11
O 1.75 0.71 -0.44
C 2.98 -0.48 1.21
C 2.00 -0.23 2.24
N 0.81 0.18 2.00
C -0.11 0.56 3.02
C 0.06 0.43 4.36
C -0.93 0.93 5.26
C -2.05 1.55 4.80
C -2.25 1.69 3.40
C -3.39 2.31 2.84
C -3.51 2.42 1.49
C -2.48 1.89 0.67
N -1.42 1.31 1.16
C -1.29 1.19 2.52
C 4.17 -1.14 1.58
H 5.71 -1.16 -1.42
H 3.65 0.05 -2.07
H 2.32 -0.39 3.27
H 0.94 -0.04 4.77
H -0.78 0.82 6.32
H -2.79 1.94 5.48
H -4.17 2.70 3.49
H -4.36 2.89 1.03
H -2.53 1.95 -0.41
H 4.31 -1.47 2.60
O 0.67 -1.27 -1.96
C 0.44 -1.05 -3.13
C -0.17 0.17 -3.67
C -0.26 0.26 -5.06
C -0.78 1.39 -5.63
C -1.20 2.46 -4.85
C -1.14 2.38 -3.49
C -0.66 1.21 -2.85
O -0.71 1.12 -1.56
N -0.88 1.47 -7.10
O -0.53 0.50 -7.75
O -1.24 2.53 -7.58
H 0.73 -1.80 -3.89
H 0.10 -0.55 -5.68
H -1.58 3.35 -5.34
H -1.47 3.20 -2.86
N -0.97 -1.30 0.52
P -1.63 -2.59 -0.03
C -0.57 -3.82 -0.81
C 0.73 -3.94 -0.31
C 1.61 -4.86 -0.86
C 1.21 -5.66 -1.92
C -0.08 -5.55 -2.42
C -0.97 -4.64 -1.87
C -2.38 -3.54 1.33
C -2.23 -3.04 2.62
C -2.76 -3.73 3.71
C -3.45 -4.92 3.50
C -3.60 -5.42 2.21
C -3.07 -4.73 1.13
C -2.99 -2.22 -1.16
C -4.21 -1.81 -0.61
C -5.22 -1.32 -1.42
C -5.02 -1.21 -2.79
C -3.81 -1.60 -3.35
C -2.80 -2.10 -2.54
H 1.05 -3.29 0.50
H 2.62 -4.93 -0.47
H 1.90 -6.37 -2.35
H -0.39 -6.18 -3.25
H -1.97 -4.57 -2.26
H -1.70 -2.10 2.75
H -2.64 -3.34 4.71
H -3.86 -5.46 4.35
H -4.14 -6.35 2.06
H -3.19 -5.13 0.13
H -4.36 -1.88 0.46
H -6.16 -1.01 -0.98
H -5.80 -0.82 -3.43
H -3.64 -1.50 -4.42
H -1.86 -2.39 -2.98
```

=====

DFT (ωB97M-V/def2-TZVPD) results for C41H29Co2NaO5P as an isolated structure in a non-equilibrium geometry.

net charge = +1
E_HOMO = -8.2086 eV
2S+1 = 1
relative energy (zero: lowest compared OMol25 entry of this formula, charge and spin) = 13.0 kcal/mol

The geometry in XYZ format:
```
79
C41H29Co2NaO5P ωB97M-V/def2-TZVPD
O 1.38 -0.98 2.73
C 1.57 -1.25 1.64
Co 1.82 -1.72 -0.10
C 3.54 -1.43 -0.62
O 4.62 -1.26 -0.95
C 1.42 -3.47 -0.24
O 1.11 -4.56 -0.35
C 0.98 -0.94 -1.80
C 0.08 -0.79 -0.66
C -0.95 -1.84 -0.45
C -1.86 -1.80 0.58
C -2.59 -2.96 0.97
C -3.44 -2.93 2.04
C -3.63 -1.75 2.75
C -2.94 -0.60 2.39
C -2.07 -0.61 1.34
Co 0.73 1.02 -1.35
C 0.52 1.70 0.29
O 0.33 2.14 1.32
C 2.41 1.50 -1.80
O 3.45 1.83 -2.13
P -0.67 2.17 -2.65
C -1.47 3.35 -1.56
C -2.84 3.38 -1.45
C -3.44 4.27 -0.59
C -2.67 5.14 0.16
C -1.30 5.11 0.05
C -0.69 4.22 -0.81
C 0.39 2.97 -3.86
C 0.40 4.34 -3.97
C 1.24 4.95 -4.88
C 2.05 4.19 -5.69
C 2.04 2.81 -5.58
C 1.21 2.20 -4.66
C -1.80 1.00 -3.38
C -1.88 0.88 -4.74
C -2.76 -0.02 -5.31
C -3.56 -0.80 -4.50
C -3.47 -0.69 -3.12
C -2.59 0.22 -2.56
H 0.49 -1.37 -2.67
H -0.83 -2.75 -1.00
H -2.39 -3.89 0.47
H -3.92 -3.84 2.37
H -4.29 -1.74 3.60
H -3.07 0.30 2.97
H -1.48 0.26 1.13
H -3.43 2.68 -2.03
H -4.52 4.29 -0.49
H -3.14 5.84 0.83
H -0.69 5.76 0.65
H 0.38 4.16 -0.88
H -0.22 4.93 -3.31
H 1.26 6.03 -4.95
H 2.71 4.66 -6.40
H 2.69 2.21 -6.19
H 1.21 1.13 -4.54
H -1.24 1.49 -5.37
H -2.82 -0.12 -6.38
H -4.26 -1.50 -4.94
H -4.09 -1.30 -2.49
H -2.50 0.31 -1.49
C 0.15 -1.64 8.55
Na 2.25 -0.73 8.92
C 0.87 -2.26 7.37
C 1.30 -1.32 6.46
C 0.84 0.05 6.95
C 0.15 -0.16 8.19
C -0.13 0.94 9.02
C 0.16 2.23 8.56
C 0.78 2.42 7.33
C 1.16 1.36 6.53
H -0.88 -2.01 8.66
H 1.03 -3.34 7.26
H 1.91 -1.50 5.58
H -0.59 0.78 10.00
H -0.10 3.08 9.17
H 0.99 3.42 7.00
H 1.72 1.50 5.62
```

=====

Results for electronic energy: -6919.9709 -3705.4609 -8279.7456 -3920.6178 -5224.7548 (in Ha, following the order of the records).